Below is an isolated molecule of C19H17ClN2O3, with properties calculated with wB97M-V/def2-TZVPD.

XYZ file:
```
42
Properties=species:S:1:pos:R:3:forces:R:3
C -0.036 -2.101 1.450 0.03 -0.06 0.04
H 1.187 -3.325 2.686 0.01 0.00 0.09
C 2.425 2.615 3.001 0.01 0.08 -0.04
H 1.940 5.648 1.581 0.03 0.09 0.00
H -1.035 -2.603 -4.084 0.12 -0.11 0.12
H -2.759 -0.313 0.998 0.06 0.15 -0.02
H -1.123 2.567 -1.170 0.06 0.02 -0.06
C -1.069 0.926 1.185 -0.36 -0.07 -0.15
N -0.188 1.738 0.535 0.25 0.09 0.00
H -0.706 -4.112 -3.211 0.02 0.01 -0.01
C -1.355 -0.942 -0.454 -0.22 -0.04 -0.68
C -2.228 -0.638 -2.853 -0.42 0.17 -0.86
C -0.068 -2.768 -0.894 -0.13 0.34 0.52
H 0.625 -2.995 -3.583 -0.02 -0.03 0.00
C 0.901 3.855 1.045 -0.08 -0.26 0.04
C 1.819 4.593 1.768 0.16 0.00 0.13
N -0.654 -2.383 -2.057 -0.13 0.12 0.02
O -1.095 0.834 2.395 -0.09 -0.11 0.28
H -0.277 1.031 -1.430 0.02 0.11 -0.04
H 1.130 -4.485 -1.431 0.05 -0.08 -0.07
C -0.246 1.977 -0.892 -0.16 -0.02 -0.35
H -0.363 -1.456 2.249 -0.03 0.07 0.11
C 0.824 -3.145 1.685 -0.01 0.07 0.20
C 1.243 -3.994 0.651 0.00 -0.05 -0.17
H 1.921 -4.803 0.881 0.05 -0.07 -0.01
C -0.430 -3.059 -3.307 0.12 -0.25 -0.46
C 2.576 3.969 2.746 -0.20 -0.07 -0.17
H 0.298 4.348 0.298 -0.07 0.03 -0.09
C -1.441 -1.269 -1.806 0.13 0.11 0.94
C 0.741 2.494 1.287 0.26 0.23 0.33
H 0.652 2.513 -1.193 -0.06 -0.04 0.01
H 1.393 0.827 2.462 -0.01 -0.08 0.01
C -2.042 0.143 0.309 -0.09 0.04 0.16
O -2.834 0.508 -2.470 -0.02 0.17 0.29
C -0.489 -1.895 0.140 0.17 -0.33 -0.41
H -3.355 0.843 -3.216 0.17 -0.26 -0.04
H 3.021 2.139 3.764 0.07 -0.02 0.07
C 1.512 1.880 2.269 -0.01 0.08 -0.10
Cl 3.723 4.890 3.654 0.16 0.12 0.13
O -2.370 -1.042 -3.988 0.03 0.05 0.23
H -2.577 0.814 -0.358 0.01 -0.05 0.10
C 0.808 -3.824 -0.642 0.10 -0.16 -0.09
```
Forces are in eV/Å.

Kohn-Sham gap in eV: 8.28
E in a.u.: -1529.70590
Relative energy (zero: lowest compared OMol25 entry of this formula, charge and spin) in eV: 1.163
SMILES: CN(C(=O)Cc1c(C(=O)O)n(C)c2ccccc12)c1ccc(Cl)cc1